(1)
Computed, not measured: a cluster of 2 separate species, C3H8N4 in total in a non-equilibrium geometry, with ωB97M-V with the def2-TZVPD basis set.

Output
ΔE to the lowest compared entry with this formula, charge and spin	100.0	kcal/mol
E_LUMO	0.59	eV
calculated total energy	-9197.2970	eV
2S+1	1
HOMO-LUMO gap	0.3670	hartree
highest occupied orbital energy	-9.4	eV

Positions of all 15 atoms, in Å:
N  0.25707  1.54820  1.21404
N  -1.00802  -0.69352  -0.24242
N  -1.88753  -1.04623  1.82089
N  -1.69146  -0.86070  0.72696
C  0.90534  0.84774  0.39099
C  -1.58529  -0.37835  -1.53074
C  2.07106  -0.10030  0.55091
H  0.78850  1.28990  -0.69768
H  1.94634  -0.92544  -0.18310
H  2.11482  -0.40910  1.53867
H  2.89897  0.41910  0.25823
H  -2.18427  0.50143  -1.64188
H  -2.03353  -1.31342  -2.06990
H  -0.85594  -0.06631  -2.26147
H  0.26394  1.18701  2.12649

Partial atomic charges computed with the Löwdin method, in multiples of e:
1 N 0.070
2 N -0.037
3 N 0.198
4 N -0.220
5 C -0.363
6 C -0.115
7 C -0.064
8 H 0.121
9 H 0.087
10 H 0.050
11 H 0.039
12 H 0.063
13 H 0.108
14 H 0.051
15 H 0.010



(2)
Computed, not measured: a structure of composition C18H62MnO18 in a non-equilibrium geometry, with ωB97M-V with the def2-TZVPD basis set.

Output
ΔE to the lowest compared entry with this formula, charge and spin	3.0	kcal/mol
E_LUMO (alpha / beta)	0.38 / 0.38	eV
calculated total energy	-87844.8622	eV
2S+1	6
HOMO-LUMO gap (alpha / beta)	0.3327 / 0.3636	hartree
highest occupied orbital energy (alpha / beta)	-8.7 / -9.5	eV

Positions of all 99 atoms, in Å:
Mn  15.65874  17.84364  10.23004
O  13.44252  14.54595  8.20646
O  17.70552  18.16751  9.62002
O  13.54857  17.91610  9.51396
O  16.18831  19.01268  8.42855
O  15.74215  15.87993  9.08711
O  16.69839  20.61026  13.91928
O  13.41358  14.78018  12.94233
O  10.63041  22.06084  11.03621
O  12.20807  19.17493  14.98542
O  18.30250  22.86804  9.79157
O  16.71125  16.49226  11.71164
O  15.90510  22.00246  8.60686
O  12.50981  19.68202  7.70037
O  18.64551  14.57783  11.88083
O  14.96745  16.38110  4.07046
O  20.55063  17.38995  10.04297
O  13.84956  17.17357  11.38884
O  15.70819  19.44645  11.66823
C  13.04854  15.43763  7.15132
C  18.83019  21.62588  10.31262
C  15.17899  22.61629  7.54790
C  16.65978  16.65086  13.11068
C  13.47973  13.73239  12.01630
C  17.82766  13.47086  12.02843
C  12.79447  18.37694  13.99553
C  16.82468  15.06519  8.75412
C  18.37932  18.81425  7.41416
C  12.97322  19.46286  6.37802
C  11.57941  17.15421  10.73991
C  21.19803  18.38021  10.74016
C  13.05421  17.44472  10.50746
C  15.87972  17.03902  4.94557
C  18.08816  20.62239  13.86577
C  11.44144  21.11161  10.40895
C  17.35978  18.64555  8.51847
C  14.71976  20.47050  11.50421
H  16.35487  21.44160  14.25463
H  16.60708  14.08186  9.17101
H  12.41882  14.84430  6.48836
H  9.81228  21.68199  11.36594
H  12.68770  17.32145  14.24583
H  18.23955  12.50657  11.73081
H  15.39351  17.65412  5.70277
H  22.19304  18.08126  11.06982
H  19.57428  21.84100  11.07954
H  12.88062  13.87702  11.11727
H  18.42249  19.68610  13.41891
H  11.22301  16.49507  9.94832
H  20.55090  18.63773  11.57862
H  11.89089  20.46188  11.15991
H  15.16026  21.44744  11.30513
H  15.48936  16.17517  3.29148
H  16.19983  19.66593  12.46305
H  18.52957  20.85994  14.83367
H  11.49076  18.71753  15.43022
H  12.93750  19.09312  8.32636
H  12.65655  14.07460  8.49227
H  18.46352  17.94059  6.76787
H  13.12872  12.81285  12.48463
H  12.30558  18.50233  13.02941
H  21.24549  19.25860  10.09649
H  17.44646  22.73259  9.37872
H  14.05912  20.17202  10.69024
H  14.23279  20.62573  12.46695
H  12.82305  20.26555  5.65605
H  17.04205  14.88990  7.70050
H  10.88350  20.50942  9.69191
H  17.47041  13.36972  13.05325
H  14.04943  19.29859  6.32418
H  19.28313  14.57432  12.59849
H  18.06130  19.62837  6.76288
H  17.72537  15.45804  9.22585
H  19.62316  17.63744  10.03159
H  16.53552  17.68514  4.36201
H  13.91421  15.88539  6.66325
H  12.19826  21.57260  9.77427
H  18.41441  21.38884  13.16276
H  12.44378  16.25314  7.54795
H  14.95950  15.41995  8.77490
H  19.35435  19.10407  7.80583
H  14.52319  13.59071  11.73483
H  11.40601  16.61138  11.66908
H  11.06085  18.11089  10.67711
H  15.91155  21.07864  8.34585
H  14.38646  21.91444  7.28829
H  16.91656  13.52806  11.43284
H  15.74531  22.73177  6.62375
H  13.54579  15.61145  12.48069
H  14.78779  23.60769  7.77630
H  19.27333  21.07251  9.48467
H  13.85522  18.62068  14.05454
H  16.43345  16.33671  5.56865
H  17.31640  15.75948  11.57591
H  16.11621  15.83400  13.58541
H  17.63250  16.80835  13.57664
H  16.10150  17.55352  13.35890
H  12.52054  18.53089  6.03949
H  18.04547  20.97173  10.69261

Partial atomic charges computed with the Löwdin method, in multiples of e:
1 Mn 0.943
2 O -0.135
3 O -0.072
4 O -0.032
5 O -0.037
6 O -0.143
7 O -0.117
8 O -0.124
9 O -0.104
10 O -0.113
11 O -0.131
12 O -0.158
13 O -0.130
14 O -0.136
15 O -0.098
16 O -0.115
17 O -0.123
18 O -0.040
19 O -0.179
20 C -0.097
21 C -0.138
22 C -0.117
23 C -0.110
24 C -0.159
25 C -0.165
26 C -0.162
27 C -0.115
28 C 0.031
29 C -0.157
30 C 0.041
31 C -0.189
32 C -0.747
33 C -0.164
34 C -0.136
35 C -0.181
36 C -0.706
37 C -0.083
38 H 0.110
39 H 0.084
40 H 0.091
41 H 0.078
42 H 0.083
43 H 0.087
44 H 0.052
45 H 0.082
46 H 0.075
47 H 0.066
48 H 0.085
49 H 0.079
50 H 0.072
51 H 0.058
52 H 0.090
53 H 0.072
54 H 0.035
55 H 0.090
56 H 0.075
57 H 0.013
58 H 0.085
59 H 0.083
60 H 0.080
61 H 0.059
62 H 0.070
63 H 0.018
64 H 0.069
65 H 0.088
66 H 0.079
67 H 0.085
68 H 0.074
69 H 0.092
70 H 0.051
71 H 0.109
72 H 0.083
73 H 0.086
74 H 0.027
75 H 0.085
76 H 0.073
77 H 0.082
78 H 0.070
79 H 0.071
80 H 0.043
81 H 0.076
82 H 0.062
83 H 0.082
84 H 0.076
85 H 0.044
86 H 0.068
87 H 0.061
88 H 0.077
89 H 0.017
90 H 0.086
91 H 0.063
92 H 0.078
93 H 0.065
94 H 0.032
95 H 0.089
96 H 0.088
97 H 0.068
98 H 0.071
99 H 0.061



(3)
Computed, not measured: a structure of composition C37H37Cl2F4N6O4SV in a non-equilibrium geometry, with ωB97M-V with the def2-TZVPD basis set.

Output
ΔE to the lowest compared entry with this formula, charge and spin	95.1	kcal/mol
charge	-1
E_LUMO (alpha / beta)	2.37 / 2.36	eV
calculated total energy	-128540.5288	eV
2S+1	4
HOMO-LUMO gap (alpha / beta)	0.2085 / 0.2661	hartree
highest occupied orbital energy (alpha / beta)	-3.3 / -4.9	eV

Positions of all 92 atoms, in Å:
V  0.32651  0.71873  -0.10049
Cl  3.47730  -3.49836  3.68800
Cl  0.85798  -1.02718  7.72683
S  3.08080  2.37732  0.30286
F  5.62362  0.50448  -3.42739
F  0.45955  1.78074  -2.67607
F  4.14615  -0.97197  -1.81170
F  1.95821  3.30371  -4.29211
O  0.24419  0.62205  1.56610
O  -2.76152  1.14622  1.13582
O  0.00574  4.03980  -1.08736
O  2.21749  -1.43824  2.01786
N  -1.02417  -1.62079  -0.99993
N  1.36157  -0.33064  -1.33721
N  2.36426  2.46755  2.91825
N  -2.17182  4.19852  -0.36046
N  3.58417  0.67807  2.27482
N  -1.12048  2.19288  -0.15063
C  3.84239  1.95834  -3.88813
C  -5.01200  2.36211  -0.46730
C  2.99591  1.82578  1.91197
C  2.51888  2.26602  -3.66237
C  -1.38179  -1.43940  -2.40183
C  0.58809  -0.33089  5.11374
C  -4.44864  3.46348  0.16692
C  0.16152  0.50604  2.91241
C  2.06068  -2.17806  5.56440
C  2.35194  -2.27294  4.22273
C  1.48183  -1.78886  -1.27645
C  -5.22970  4.59941  0.36695
C  3.56640  0.06238  -2.42400
C  -1.45403  -2.70271  -3.26436
C  -2.98802  3.48900  0.59898
C  -2.83117  3.98768  2.04424
C  -7.10945  3.53171  -0.69278
C  0.17567  -2.42098  -0.76714
C  1.83054  -1.38701  3.21386
C  2.24201  0.36485  -2.15562
C  4.33754  0.84464  -3.25441
C  -2.79738  -3.28872  -0.23047
C  -2.56644  4.78651  4.71490
C  3.66345  0.13306  3.62092
C  -2.11667  -1.92673  -0.07615
C  -1.78593  5.37198  3.72796
C  -6.33647  2.39530  -0.89204
C  -2.29933  2.10446  0.55524
C  1.75773  1.49461  -2.82698
C  -0.97885  3.52730  -0.59820
C  1.18341  -1.18105  6.00381
C  -3.47556  3.79066  4.36573
C  -3.60721  3.39771  3.04223
C  1.45698  3.60319  2.75733
C  -6.54949  4.63977  -0.06269
C  0.85113  -0.41594  3.72547
C  -1.91315  4.96769  2.39815
H  -2.85827  -1.14081  -0.16796
H  -4.41851  1.46808  -0.61911
H  2.51050  -2.86352  6.27243
H  3.91775  -0.92166  3.54730
H  -2.06192  -4.09964  -0.28383
H  -1.71392  -1.84556  0.93220
H  -1.06507  6.14134  3.98582
H  -0.10591  0.42517  5.47237
H  -3.42477  -3.32996  -1.12528
H  0.26359  -2.54385  0.31022
H  -4.80035  5.46175  0.87083
H  3.93839  0.13784  1.50751
H  -2.18377  5.19830  -0.44227
H  -8.14257  3.55565  -1.02292
H  -0.64868  -0.76782  -2.84928
H  1.74108  -2.15776  -2.27096
H  -7.14374  5.53261  0.10216
H  -4.08240  3.31553  5.13032
H  2.70637  0.18494  4.14575
H  2.25229  -2.11322  -0.58746
H  -2.34453  -0.91869  -2.42837
H  -3.44225  -3.47521  0.63640
H  -4.30504  2.61092  2.77296
H  -2.46440  5.09615  5.74977
H  1.91290  4.53328  3.10386
H  0.10469  -3.42160  -1.20743
H  1.20249  3.72326  1.71130
H  -0.46695  -3.16037  -3.38268
H  2.27485  1.95624  3.77786
H  -1.81323  -2.43202  -4.26273
H  4.42637  0.64158  4.21870
H  -1.27113  5.41260  1.64510
H  -2.12924  -3.45478  -2.85262
H  -0.51731  1.20330  3.38689
H  4.46342  2.56737  -4.53039
H  0.55004  3.41510  3.33185
H  -6.76649  1.52380  -1.37581

Partial atomic charges computed with the Löwdin method, in multiples of e:
1 V 1.000
2 Cl 0.670
3 Cl 0.593
4 S 0.673
5 F 0.083
6 F 0.078
7 F 0.100
8 F 0.095
9 O -0.263
10 O 0.069
11 O 0.053
12 O -0.062
13 N -0.197
14 N -0.134
15 N -0.029
16 N 0.146
17 N -0.012
18 N 0.067
19 C 0.062
20 C -0.009
21 C -0.827
22 C -0.223
23 C -0.228
24 C -0.105
25 C -0.142
26 C -0.114
27 C -0.155
28 C -0.620
29 C -0.185
30 C -0.032
31 C -0.187
32 C -0.081
33 C -0.281
34 C -0.145
35 C -0.101
36 C -0.180
37 C -0.495
38 C -0.226
39 C -0.223
40 C -0.085
41 C -0.097
42 C -0.073
43 C -0.240
44 C -0.091
45 C -0.078
46 C -0.444
47 C -0.192
48 C -0.538
49 C -0.680
50 C -0.074
51 C -0.022
52 C -0.082
53 C -0.086
54 C -0.185
55 C -0.031
56 H 0.096
57 H 0.110
58 H 0.096
59 H 0.064
60 H 0.071
61 H 0.114
62 H 0.102
63 H 0.111
64 H 0.059
65 H 0.115
66 H 0.119
67 H 0.118
68 H 0.143
69 H 0.096
70 H 0.100
71 H 0.116
72 H 0.098
73 H 0.102
74 H 0.058
75 H 0.101
76 H 0.119
77 H 0.072
78 H 0.125
79 H 0.097
80 H 0.081
81 H 0.109
82 H 0.041
83 H 0.066
84 H 0.107
85 H 0.073
86 H 0.104
87 H 0.114
88 H 0.053
89 H 0.115
90 H 0.132
91 H 0.069
92 H 0.101



(4)
Computed, not measured: the molecule C6H11N in a non-equilibrium geometry, with ωB97M-V with the def2-TZVPD basis set.

Output
SMILES	C/C=C/C/C=C/N
ΔE to the lowest compared entry with this formula, charge and spin	88.4	kcal/mol
E_LUMO	0.95	eV
calculated total energy	-7886.6994	eV
2S+1	1
HOMO-LUMO gap	0.3265	hartree
highest occupied orbital energy	-7.9	eV

Positions of all 18 atoms, in Å:
N  -2.66343  -2.73247  0.98919
C  2.40670  2.14902  -1.33132
C  1.45986  1.69548  -0.26593
C  -0.77483  -1.01190  0.89802
C  -0.59189  0.31657  0.17494
C  -1.49844  -2.05650  0.34424
C  0.80205  0.54237  -0.34597
H  -1.27379  -2.37613  -0.69104
H  3.40721  2.05028  -0.94171
H  -3.05578  -2.20804  1.84899
H  1.36591  -0.27928  -0.76402
H  0.86441  2.31852  0.40558
H  -2.41836  -3.76193  1.25528
H  -0.82989  1.17278  0.83680
H  -0.27578  -0.86978  1.94084
H  2.11061  1.52875  -2.17879
H  -1.28862  0.28825  -0.64198
H  2.25407  3.23403  -1.53313

Partial atomic charges computed with the Löwdin method, in multiples of e:
1 N -0.022
2 C -0.100
3 C -0.188
4 C -0.142
5 C -0.230
6 C -0.210
7 C -0.161
8 H 0.102
9 H 0.062
10 H 0.096
11 H 0.108
12 H 0.093
13 H 0.096
14 H 0.116
15 H 0.126
16 H 0.074
17 H 0.097
18 H 0.085